Density functional theory data (wB97M-V/def2-TZVPD) for C5H7NOS in the gas phase in a non-equilibrium geometry.

Orbital gap (eV): 8.60
SMILES string: C=C(C)C1=NSCO1
E_HOMO (eV): -8.14

The geometry in ORCA input format:
```
! wB97M-V def2-TZVPD RIJCOSX def2/J DEFGRID3
* xyz 0 1
C -0.37746 1.04673 -1.89733
C 0.24416 0.31622 -0.91671
C 1.63206 -0.22986 -1.17313
C -0.53259 0.11788 0.27768
N -1.62006 0.53985 0.58829
S -2.16381 0.41578 2.19694
C -0.78774 -0.74876 2.32613
O -0.03961 -0.86549 1.13189
H -1.28968 1.55169 -1.63666
H 0.27445 1.40635 -2.82493
H 1.57759 -1.36335 -1.14526
H 2.41289 -0.16636 -0.41935
H 1.99463 0.14923 -2.02838
H -1.32300 -1.71621 2.60445
H -0.00183 -0.45370 2.91637
*
```



Density functional theory data (wB97M-V/def2-TZVPD) for a molecular structure, C5H7NOS in a non-equilibrium geometry.

Orbital gap (eV): 8.41
E_HOMO (eV): -8.71

The geometry in ORCA input format:
```
! wB97M-V def2-TZVPD RIJCOSX def2/J DEFGRID3
* xyz 0 1
C 0.53317 -0.94416 -0.26224
C 0.53711 0.61771 -0.35263
C -0.89230 0.96676 -0.66975
C -1.49877 -0.01860 0.35322
C -0.32170 -0.51576 1.00507
H 2.44558 -1.02996 -0.82006
H -0.05203 -1.34065 -1.06456
H 1.54381 1.06755 -0.90866
H -0.98304 2.05119 -0.36033
H -1.34500 0.75604 -1.54522
H -0.65846 -1.13192 1.90991
H 1.34201 0.87207 1.58417
N 0.41163 0.89515 1.09571
O 1.84747 -1.49454 -0.03434
S -2.90949 -0.75086 0.06971
*
```



Density functional theory data (wB97M-V/def2-TZVPD) for C5H7NS in the gas phase in a non-equilibrium geometry.

Orbital gap (eV): 9.29
SMILES string: CSn1cccc1
E_HOMO (eV): -8.46

The geometry in ORCA input format:
```
! wB97M-V def2-TZVPD RIJCOSX def2/J DEFGRID3
* xyz 0 1
C -1.75451 -0.86212 -1.48127
S 0.00903 -1.14109 -1.19234
N 0.30110 -0.05355 0.05980
C 0.17066 -0.30946 1.41618
C 0.46004 0.85348 2.06969
C 0.76312 1.84984 1.13830
C 0.66794 1.27880 -0.11244
H -2.03041 -1.54079 -2.29232
H -2.33692 -1.09670 -0.57831
H -1.92755 0.20856 -1.75835
H -0.11509 -1.32981 1.74256
H 0.42109 0.94760 3.18250
H 1.06048 2.91588 1.31361
H 0.83264 1.66428 -1.13363
*
```



Density functional theory data (wB97M-V/def2-TZVPD) for C5H7NS in the gas phase in a non-equilibrium geometry.

Orbital gap (eV): 9.42
SMILES string: C=C1SC[C@@H]2N[C@@H]12
E_HOMO (eV): -8.58

The geometry in ORCA input format:
```
! wB97M-V def2-TZVPD RIJCOSX def2/J DEFGRID3
* xyz 0 1
C -1.77844 1.54264 -0.18434
C -0.82987 0.67233 0.11627
S -1.00571 -1.14618 0.07614
C 0.85630 -1.47097 -0.05044
C 1.26546 -0.09618 -0.50792
N 1.88191 1.18564 -0.09324
C 0.61311 0.77808 0.50863
H -1.59906 2.63304 -0.10634
H -2.77000 1.23427 -0.49851
H 1.25345 -1.74187 0.93189
H 1.03124 -2.24627 -0.77779
H 0.89269 0.11836 -1.52694
H 2.59825 1.12521 0.62970
H 0.75203 0.36129 1.48930
*
```



Density functional theory data (wB97M-V/def2-TZVPD) for C5H7NS2 in the gas phase in a non-equilibrium geometry.

Orbital gap (eV): 8.31
SMILES string: S=C1SCC[C@H]2CN12
E_HOMO (eV): -8.23

The geometry in ORCA input format:
```
! wB97M-V def2-TZVPD RIJCOSX def2/J DEFGRID3
* xyz 0 1
S 3.28254 -0.26234 0.11736
C 1.59763 -0.45543 -0.33591
S 0.93282 -2.08361 -0.05738
C -0.76037 -1.41113 -0.29082
C -1.11163 -0.35194 0.64529
C -0.56580 0.95775 -0.20244
C 0.61039 1.76511 0.13889
N 0.85693 0.69188 -0.67795
H -1.10667 -1.47727 -1.40702
H -1.30013 -2.29859 0.10641
H -2.24037 -0.33230 0.85119
H -0.63384 -0.32499 1.52383
H -1.18460 1.04762 -1.17371
H 0.67143 2.77690 -0.34907
H 0.95167 1.75834 1.11133
*
```



Density functional theory data (wB97M-V/def2-TZVPD) for a gas-phase ion, C5H7O3 (charge -1) in a non-equilibrium geometry.

Orbital gap (eV): 6.31
SMILES string: CC(=O)C/C=C(/[O-])O
E_HOMO (eV): -2.48

The geometry in ORCA input format:
```
! wB97M-V def2-TZVPD RIJCOSX def2/J DEFGRID3
* xyz -1 1
C -1.67667 1.22124 -0.28445
C -1.79284 -0.34812 -0.14533
O -2.76693 -1.05201 -0.19672
C -0.25336 -0.97083 0.37028
C 1.15922 -1.21767 -0.21911
C 2.06669 -0.22507 -0.22485
O 3.27345 -0.24397 -0.46067
O 1.60509 1.02301 0.38964
H -1.52993 1.58554 -1.33807
H -0.72372 1.33679 0.23969
H -2.59813 1.70418 0.10077
H -0.39578 -1.89297 0.76373
H -0.14549 -0.35914 1.21267
H 1.40054 -2.15565 -0.70071
H 2.37786 1.59465 0.49314
*
```



Density functional theory data (wB97M-V/def2-TZVPD) for a gas-phase ion, C5H7O3 (charge -1) in a non-equilibrium geometry.

Orbital gap (eV): 7.35
SMILES string: O=CCCCC(=O)[O-]
E_HOMO (eV): -3.92

The geometry in ORCA input format:
```
! wB97M-V def2-TZVPD RIJCOSX def2/J DEFGRID3
* xyz -1 1
O 2.37092 2.92703 1.04009
C 2.00765 1.91265 0.54034
C 0.57904 1.44006 0.55836
C 0.34955 0.04488 -0.01753
C -1.17093 -0.15501 -0.19840
C -1.28926 -1.73931 -0.52173
O -0.68600 -2.14076 -1.55734
O -2.14777 -2.44735 0.11473
H 2.69299 1.36800 -0.15923
H 0.09424 1.48602 1.53279
H -0.08424 2.11275 -0.01314
H 0.96298 -0.14844 -0.91140
H 0.60648 -0.71856 0.74791
H -1.68473 -0.11730 0.82598
H -1.74119 0.28663 -0.96897
*
```



Density functional theory data (wB97M-V/def2-TZVPD) for a molecular structure, C5H7O4Yb in a non-equilibrium geometry.

Orbital gap (eV): 7.92
E_HOMO (eV): -11.90

The geometry in ORCA input format:
```
! wB97M-V def2-TZVPD RIJCOSX def2/J DEFGRID3
* xyz 1 1
O -0.77903 0.91840 2.11203
Yb 0.76472 1.55268 0.51997
C -1.95896 0.58032 2.24160
C -2.72203 -0.12494 1.19427
H -2.39396 0.61470 3.25499
H -3.03982 0.66920 0.48097
H -2.10180 -0.96366 0.84104
H -3.61408 -0.58125 1.65057
C -0.13499 -0.22727 -2.37417
C 0.73602 0.17396 -1.43793
O 1.99411 -0.54723 -1.52566
C 2.90822 -0.20848 -0.66750
O 2.75721 0.61141 0.24683
O 4.02449 -0.85858 -0.86814
H -1.04899 0.35262 -2.51075
H 0.09938 -0.99383 -3.11977
H 4.50952 -0.96806 -0.03836
*
```



Density functional theory data (wB97M-V/def2-TZVPD) for C5H7O5 in the gas phase in a non-equilibrium geometry.

Orbital gap (alpha / beta) (eV): 10.02 / 8.10
E_HOMO (alpha / beta) (eV): -10.19 / -10.18

The geometry in ORCA input format:
```
! wB97M-V def2-TZVPD RIJCOSX def2/J DEFGRID3
* xyz 0 2
H -1.53910 -0.69487 3.24435
O -0.66699 -0.29624 3.52474
O 0.25375 -0.95826 2.61299
C -0.29335 -0.75281 1.32670
C 0.66547 -0.05464 0.39678
C 0.49952 0.32457 -0.88195
C 1.62125 1.11468 -1.49752
C -0.73998 0.07845 -1.70885
O -1.00071 0.54547 -2.79860
O -1.57919 -0.79407 -1.02592
O -2.87828 -0.73360 -1.40311
H -0.47169 -1.76544 0.93803
H -1.23801 -0.18516 1.31297
H 1.61714 0.24814 0.84931
H 1.40041 1.37475 -2.53216
H 1.80571 2.02568 -0.91180
H 2.54406 0.52335 -1.44598
*
```



Density functional theory data (wB97M-V/def2-TZVPD) for C5H7OP in the gas phase in a non-equilibrium geometry.

Orbital gap (eV): 8.46
SMILES string: CC1=C(P=O)CC1
E_HOMO (eV): -9.12

The geometry in ORCA input format:
```
! wB97M-V def2-TZVPD RIJCOSX def2/J DEFGRID3
* xyz 0 1
C 0.97965 -1.75166 -0.04944
C 0.38165 -0.47421 0.17291
C -0.88167 -0.00345 0.22580
P -2.49743 -0.67612 0.12817
O -3.12487 0.64794 -0.16931
C -0.50226 1.43452 0.11781
C 0.94774 0.97221 0.03971
H 1.87886 -2.04244 0.47066
H 1.23220 -1.95835 -1.12462
H 0.28353 -2.59129 0.41138
H -0.70204 2.07022 0.99249
H -1.00053 1.89350 -0.76525
H 1.72092 1.49327 0.53592
H 1.28427 0.98585 -0.98622
*
```



Density functional theory data (wB97M-V/def2-TZVPD) for C5H8 in the gas phase in a non-equilibrium geometry.

Orbital gap (eV): 9.75
SMILES string: C=C/C=C\C
E_HOMO (eV): -8.60

The geometry in ORCA input format:
```
! wB97M-V def2-TZVPD RIJCOSX def2/J DEFGRID3
* xyz 0 1
C 2.42024 -0.14242 0.05819
C 1.07980 -0.26176 -0.06448
C 0.17581 0.88731 -0.04619
C -1.14742 0.74833 0.02382
C -1.87812 -0.56741 0.02633
H 2.89186 0.87562 0.12200
H 3.05363 -1.01687 0.02293
H 0.68123 -1.29061 -0.17082
H 0.64310 1.86744 -0.04881
H -1.73366 1.66931 0.04475
H -1.83106 -1.11965 0.99816
H -2.94300 -0.41536 -0.22688
H -1.41241 -1.23394 -0.73899
*
```



Density functional theory data (wB97M-V/def2-TZVPD) for C5H8 in the gas phase in a non-equilibrium geometry.

Orbital gap (eV): 11.04
SMILES string: C#CC(C)C
E_HOMO (eV): -9.90

The geometry in ORCA input format:
```
! wB97M-V def2-TZVPD RIJCOSX def2/J DEFGRID3
* xyz 0 1
C -0.64285 2.11645 1.18734
C -0.25812 1.02379 0.83911
C 0.06959 -0.29652 0.35557
C 1.38815 -0.34097 -0.41162
C -1.05347 -0.78631 -0.54576
H -0.86795 3.09563 1.58036
H 0.14590 -1.00861 1.23343
H 1.24996 0.27005 -1.32895
H 1.60603 -1.34474 -0.77640
H 2.26381 -0.02846 0.17520
H -2.00147 -0.75077 -0.05820
H -1.03611 -0.11932 -1.41590
H -0.86346 -1.83023 -0.83418
*
```



Density functional theory data (wB97M-V/def2-TZVPD) for C5H8 in the gas phase.

Orbital gap (eV): 10.37
SMILES string: C1=CCCC1
E_HOMO (eV): -9.11

The geometry in ORCA input format:
```
! wB97M-V def2-TZVPD RIJCOSX def2/J DEFGRID3
* xyz 0 1
C -0.88447 -0.90453 0.50971
C -1.32434 0.11292 -0.23080
C -0.16735 0.87609 -0.83800
C 0.95104 0.56182 0.16614
C 0.63830 -0.88963 0.55634
H -1.53924 -1.64968 0.95822
H -2.36462 0.36952 -0.40836
H 0.07388 0.42739 -1.81521
H -0.36574 1.93825 -1.00590
H 1.97442 0.65283 -0.20952
H 0.83871 1.22383 1.03514
H 1.05978 -1.54652 -0.22160
H 1.10964 -1.17229 1.50385
*
```



Density functional theory data (wB97M-V/def2-TZVPD) for C5H8 in the gas phase in a non-equilibrium geometry.

Orbital gap (eV): 9.66
SMILES string: C#CC(C)C
E_HOMO (eV): -8.84

The geometry in ORCA input format:
```
! wB97M-V def2-TZVPD RIJCOSX def2/J DEFGRID3
* xyz 0 1
C -0.69599 0.70025 2.39368
C -0.63151 0.43048 1.18889
C 0.02002 0.17397 -0.04220
C 0.97647 -1.05324 -0.03921
C -0.48864 0.51599 -1.42790
H -1.34703 0.20917 3.08131
H 0.26535 1.28502 0.35378
H 1.00329 -1.56696 0.92927
H 0.67339 -1.80529 -0.79201
H 1.99092 -0.74655 -0.29689
H 0.38242 0.80131 -2.03491
H -1.16513 1.36847 -1.37227
H -0.98355 -0.31261 -1.94155
*
```



Density functional theory data (wB97M-V/def2-TZVPD) for a molecular structure, C5H8Ag3BBr4F4O3 in a non-equilibrium geometry.

Orbital gap (eV): 2.76
E_HOMO (eV): -6.25

The geometry in ORCA input format:
```
! wB97M-V def2-TZVPD RIJCOSX def2/J DEFGRID3
* xyz 0 1
Ag -2.70390 -0.28824 3.82700
Ag -2.20942 -6.17237 2.39241
Ag -3.06774 -2.79497 -1.63912
C -6.03666 -3.04283 3.13866
O -7.22832 -3.39944 3.25021
O -5.18364 -3.49687 3.93827
O -5.59001 -2.46497 2.16203
B -0.12655 -0.86921 0.23729
F 0.75572 -0.17151 0.98649
F -0.43457 -2.03874 0.89176
F -1.24653 -0.09582 0.12022
F 0.31811 -1.21418 -1.01987
Br 8.29916 -1.74885 -0.41753
C 6.43729 -2.39174 -0.34480
C 5.86269 -2.12805 -1.70477
Br 7.00648 -3.13702 -2.94518
H 5.77420 -1.91458 0.37683
H 6.40408 -3.47321 -0.21284
H 5.88095 -1.06357 -1.93856
H 4.83822 -2.49270 -1.77950
Br -0.68813 5.90287 -2.98452
C -1.54683 5.88225 -1.14756
C -2.89312 5.22661 -1.17323
Br -3.74346 5.06523 0.56297
H -1.58460 6.94471 -0.90706
H -0.90370 5.41847 -0.39963
H -2.75847 4.19565 -1.50047
H -3.63129 5.76301 -1.76946
*
```



Density functional theory data (wB97M-V/def2-TZVPD) for C5H8BNO2 in the gas phase in a non-equilibrium geometry.

Orbital gap (eV): 8.09
E_HOMO (eV): -7.70

The geometry in ORCA input format:
```
! wB97M-V def2-TZVPD RIJCOSX def2/J DEFGRID3
* xyz 0 1
B 0.53032 -1.31015 0.95619
C 0.87345 0.14977 0.78117
C -1.92128 -0.46790 -0.48197
C -1.93793 -1.66831 0.14206
C 0.14037 0.91361 -0.09723
C 0.73161 2.19233 -0.60140
N -0.98046 0.58891 -0.62286
O -0.87100 -1.88370 1.23377
O 1.40178 -2.39238 0.81540
H 1.78697 0.57035 0.99964
H -2.68501 -0.36008 -1.26670
H 1.59020 2.54371 0.00262
H 1.16246 2.04824 -1.51879
H 0.15099 3.08584 -0.61121
H -1.20487 1.11382 -1.42702
H -0.93542 -2.83079 1.44658
H 2.16781 -2.29326 0.24977
*
```